Entry 1:
Formula: C21H24N3O2ReS2
Source: the Open Molecules 2025 dataset
Level of theory: wB97M-V/def2-TZVPD

```
! wB97M-V def2-TZVPD RIJCOSX def2/J DEFGRID3
* xyz 3 4
Re -0.07 -0.05 -0.08
N 2.16 -0.21 0.02
C 2.89 1.07 -0.22
C 2.28 2.25 0.51
C 0.97 2.69 -0.23
O 0.90 3.70 -0.85
O 0.08 1.76 -0.05
H 2.40 -0.55 0.95
H 2.52 -0.91 -0.64
H 2.92 1.27 -1.30
H 3.93 0.95 0.12
H 2.95 3.11 0.47
H 2.04 2.01 1.55
S -2.40 -0.13 0.28
C -2.85 -1.79 0.20
N -4.14 -2.13 0.15
C -4.47 -3.53 -0.05
C -3.50 -4.41 0.71
N -2.13 -4.09 0.33
C -1.17 -5.17 0.23
C -0.77 -5.74 1.59
C 0.45 -5.37 2.16
C 0.85 -5.92 3.37
C 0.04 -6.84 4.02
C -1.17 -7.21 3.46
C -1.57 -6.68 2.23
C -1.82 -2.82 0.15
S -0.19 -2.35 -0.19
C -5.19 -1.15 0.21
C -5.44 -0.66 1.63
C -5.53 0.71 1.88
C -5.87 1.17 3.15
C -6.06 0.27 4.19
C -5.97 -1.10 3.94
C -5.65 -1.56 2.67
H -4.41 -3.75 -1.13
H -5.49 -3.72 0.28
H -3.70 -5.46 0.49
H -3.61 -4.26 1.79
H -0.28 -4.81 -0.28
H -1.63 -5.97 -0.36
H 1.10 -4.69 1.64
H 1.79 -5.62 3.80
H 0.35 -7.27 4.96
H -1.81 -7.93 3.96
H -2.48 -7.04 1.78
H -6.11 -1.59 -0.18
H -4.93 -0.29 -0.42
H -5.38 1.42 1.08
H -5.97 2.23 3.33
H -6.26 0.62 5.19
H -6.16 -1.81 4.73
H -5.60 -2.63 2.50
*
```

## Properties
HOMO energy (alpha / beta): -16.91 / -16.90 eV
E_tot: -2002.944884 a.u.
Kohn-Sham gap (alpha / beta): 3.42 / 4.10 eV
ΔE to the lowest compared entry with this formula, charge and spin: 30.7 kcal/mol
Largest force on an atom: 0.1143 hartree/bohr
Expectation value of S²: 3.82

Entry 2:
Formula: C3H3Cl3
Source: the Open Molecules 2025 dataset
Level of theory: wB97M-V/def2-TZVPD

```
! wB97M-V def2-TZVPD RIJCOSX def2/J DEFGRID3
* xyz 0 1
C 1.03 1.21 1.52
C 1.46 0.95 0.28
Cl 1.30 2.10 -1.02
C 2.03 -0.42 -0.08
Cl 2.22 -1.54 1.31
Cl 3.51 -0.20 -0.96
H 0.59 2.25 1.63
H 1.10 0.36 2.26
H 1.37 -0.95 -0.61
*
```

## Properties
HOMO energy: -10.12 eV
E_tot: -1496.648835 a.u.
Kohn-Sham gap: 10.83 eV
ΔE to the lowest compared entry with this formula, charge and spin: 9.7 kcal/mol
Largest force on an atom: 0.0783 hartree/bohr

Entry 3:
Formula: C2H4N4O2
Source: the Open Molecules 2025 dataset
Level of theory: wB97M-V/def2-TZVPD

```
! wB97M-V def2-TZVPD RIJCOSX def2/J DEFGRID3
* xyz 0 1
C 0.38 -0.80 -1.39
C -0.48 1.16 -0.27
H -1.25 1.88 2.11
H 0.63 -0.18 2.86
H 0.56 -1.52 0.52
H 1.36 -0.81 -2.77
N -0.75 0.10 2.01
N -0.10 0.11 0.67
N -0.07 -1.10 -0.08
N 0.87 -1.58 -2.18
O -0.12 0.58 -1.58
O -1.03 2.18 0.10
*
```

## Properties
HOMO energy: -9.00 eV
E_tot: -447.774425 a.u.
Kohn-Sham gap: 7.45 eV
ΔE to the lowest compared entry with this formula, charge and spin: 205.8 kcal/mol
Largest force on an atom: 0.1207 hartree/bohr

Entry 4:
Formula: C4H9N2
Source: the Open Molecules 2025 dataset
Level of theory: wB97M-V/def2-TZVPD

```
! wB97M-V def2-TZVPD RIJCOSX def2/J DEFGRID3
* xyz 1 1
C -2.21 -0.66 0.25
C -1.11 -1.27 -0.29
C 1.09 0.44 0.17
C 2.50 1.04 0.51
N 0.67 -0.30 -0.66
N -2.68 0.38 -0.41
H -2.89 -1.10 1.12
H -1.18 -1.32 -1.35
H -0.87 -2.30 0.10
H 0.53 1.04 0.99
H 2.85 1.43 -0.47
H 3.22 0.16 0.75
H 2.53 1.75 1.27
H -3.43 0.93 -0.15
H -2.27 0.46 -1.37
*
```

## Properties
HOMO energy (alpha / beta): -13.65 / -13.58 eV
E_tot: -266.904767 a.u.
Kohn-Sham gap (alpha / beta): 7.51 / 7.63 eV
ΔE to the lowest compared entry with this formula, charge and spin: 122.1 kcal/mol
Largest force on an atom: 0.1553 hartree/bohr

Entry 5:
Formula: C44H55AgN8O10V
Source: the Open Molecules 2025 dataset
Level of theory: wB97M-V/def2-TZVPD

```
! wB97M-V def2-TZVPD RIJCOSX def2/J DEFGRID3
* xyz 0 2
O 0.46 -0.45 -1.12
V -0.55 -0.35 0.07
Ag -0.34 1.20 3.18
C -2.01 2.62 -1.52
C -2.05 2.27 -0.02
O -1.73 0.98 0.29
H -1.36 3.50 -1.81
H -3.01 2.88 -1.90
H -1.60 1.75 -2.13
H -3.04 2.52 0.32
H -1.37 3.04 0.47
C 3.13 -0.01 2.04
C 2.01 0.75 1.31
O 0.68 0.41 1.55
H 4.00 0.67 1.96
H 3.40 -0.95 1.48
H 2.94 -0.19 3.13
H 2.29 0.57 0.23
H 2.27 1.84 1.51
C -0.03 -4.05 1.76
C 0.20 -2.96 0.70
O -0.94 -2.02 0.58
H 0.89 -4.69 1.90
H -0.87 -4.72 1.46
H -0.28 -3.77 2.77
H 0.47 -3.54 -0.15
H 1.09 -2.29 0.88
C 2.29 -4.21 -3.32
C 1.59 -3.21 -4.06
C 0.26 -3.02 -3.92
C -0.39 -3.92 -3.13
C 0.20 -5.02 -2.49
C 1.59 -5.17 -2.60
N -1.81 -3.65 -2.74
O -2.37 -2.69 -3.21
O -2.33 -4.42 -1.99
H 3.39 -4.23 -3.36
H 2.25 -2.58 -4.72
H -0.29 -2.21 -4.45
H -0.49 -5.62 -1.90
H 2.12 -6.04 -2.17
C -4.33 -1.22 -0.65
C -4.44 -2.39 -0.02
C -5.66 -2.72 0.61
C -6.59 -1.69 0.67
C -6.46 -0.43 0.11
C -5.32 -0.17 -0.60
N -7.82 -2.04 1.45
O -8.62 -1.16 1.76
O -7.95 -3.18 1.84
H -3.42 -0.95 -1.11
H -3.80 -3.27 -0.10
H -5.82 -3.71 1.05
H -7.25 0.30 0.26
H -5.05 0.72 -1.10
C 5.54 -0.80 -2.35
C 4.25 -1.18 -2.14
C 3.86 -1.99 -1.06
C 4.83 -2.27 -0.13
C 6.14 -1.69 -0.19
C 6.48 -0.92 -1.31
N 4.52 -2.97 1.13
O 5.41 -3.12 1.95
O 3.38 -3.34 1.21
H 5.78 -0.15 -3.21
H 3.49 -0.99 -2.94
H 2.85 -2.33 -0.90
H 6.81 -1.90 0.57
H 7.54 -0.72 -1.47
N -3.63 0.23 2.40
C -2.75 -0.72 2.79
C -3.13 -1.09 4.05
C -4.22 -0.28 4.47
C -4.48 0.53 3.37
H -3.39 0.74 1.54
H -1.93 -1.08 2.19
H -2.70 -1.87 4.66
H -4.96 -0.16 5.27
H -5.24 1.29 3.30
N 1.76 2.16 -1.93
C 1.51 3.30 -1.19
C 2.48 4.21 -1.51
C 3.38 3.60 -2.40
C 2.88 2.37 -2.70
H 1.26 1.27 -1.81
H 0.63 3.34 -0.58
H 2.62 5.25 -1.08
H 4.27 4.04 -2.91
H 3.27 1.57 -3.32
N -3.03 0.40 -4.40
C -2.25 1.46 -4.84
C -3.05 2.56 -4.87
C -4.31 2.14 -4.40
C -4.28 0.81 -4.17
H -2.75 -0.55 -4.31
H -1.20 1.29 -5.06
H -2.73 3.52 -5.21
H -5.24 2.71 -4.45
H -5.08 0.09 -4.03
N 6.19 3.83 0.21
C 7.32 3.61 0.92
C 6.89 3.47 2.23
C 5.49 3.51 2.29
C 5.08 3.74 1.00
H 6.04 3.84 -0.81
H 8.26 3.50 0.54
H 7.45 3.39 3.15
H 4.88 3.21 3.16
H 4.14 4.00 0.53
N -2.34 2.15 5.24
C -1.03 1.78 5.28
C -0.26 2.89 4.88
C -1.14 3.90 4.56
C -2.43 3.39 4.78
H -3.15 1.46 5.31
H -0.63 0.85 5.71
H 0.87 2.83 4.95
H -0.97 4.89 4.25
H -3.37 3.93 4.66
*
```

## Properties
HOMO energy (alpha / beta): -7.93 / -8.13 eV
E_tot: -3990.705782 a.u.
Kohn-Sham gap (alpha / beta): 7.26 / 7.45 eV
Largest force on an atom: 0.0759 hartree/bohr
Expectation value of S²: 0.76

Entry 6:
Formula: C14H21N5O3S
Source: the Open Molecules 2025 dataset
Level of theory: wB97M-V/def2-TZVPD

```
! wB97M-V def2-TZVPD RIJCOSX def2/J DEFGRID3
* xyz 0 1
C -4.47 0.02 -2.40
O -3.42 -0.89 -2.17
C -2.34 -0.37 -1.44
C -2.66 -0.21 0.06
N -1.46 -0.10 0.84
C -0.77 1.05 1.12
S -1.23 2.62 0.51
C 0.41 3.41 0.59
C 1.54 2.50 0.13
O 2.64 2.58 0.60
N 1.20 1.66 -0.89
C 1.79 0.43 -1.10
C 3.04 -0.05 -0.65
C 3.06 -1.34 -1.08
C 4.07 -2.42 -0.94
O 1.92 -1.61 -1.74
N 1.13 -0.51 -1.74
N 0.31 0.79 1.79
N 0.36 -0.54 1.97
C -0.68 -1.08 1.40
C -0.98 -2.54 1.38
C 0.28 -3.30 0.94
C -1.43 -2.98 2.77
H -5.00 0.27 -1.48
H -4.10 0.94 -2.85
H -5.15 -0.48 -3.09
H -2.02 0.60 -1.85
H -1.52 -1.08 -1.56
H -3.26 0.69 0.24
H -3.23 -1.08 0.40
H 0.34 4.30 -0.04
H 0.61 3.71 1.62
H 0.26 1.72 -1.27
H 3.77 0.50 -0.08
H 4.46 -2.70 -1.92
H 3.62 -3.30 -0.50
H 4.89 -2.08 -0.32
H -1.78 -2.73 0.65
H 0.55 -3.03 -0.07
H 1.10 -3.06 1.61
H 0.09 -4.37 0.98
H -2.33 -2.44 3.07
H -0.65 -2.78 3.49
H -1.65 -4.05 2.77
*
```

## Properties
HOMO energy: -8.68 eV
E_tot: -1443.724136 a.u.
Kohn-Sham gap: 9.13 eV
ΔE to the lowest compared entry with this formula, charge and spin: 91.9 kcal/mol
Largest force on an atom: 0.0246 hartree/bohr

Entry 7:
Formula: CH6Cl2Si2
Source: the Open Molecules 2025 dataset
Level of theory: wB97M-V/def2-TZVPD

```
! wB97M-V def2-TZVPD RIJCOSX def2/J DEFGRID3
* xyz 0 1
C -1.66 -0.12 -0.15
Si 1.91 -0.07 1.06
Si -0.06 0.06 -1.14
Cl -1.76 1.36 0.90
Cl -3.12 -0.06 -1.24
H -1.92 -0.92 0.44
H 2.37 1.22 0.66
H 2.87 -1.12 0.90
H 1.17 -0.45 2.35
H 0.32 -1.12 -1.84
H -0.12 1.21 -1.93
*
```

## Properties
HOMO energy: -8.60 eV
E_tot: -1540.963272 a.u.
Kohn-Sham gap: 8.68 eV
ΔE to the lowest compared entry with this formula, charge and spin: 110.4 kcal/mol
Largest force on an atom: 0.0833 hartree/bohr

Entry 8:
Formula: C8H8N4
Source: the Open Molecules 2025 dataset
Level of theory: wB97M-V/def2-TZVPD

```
! wB97M-V def2-TZVPD RIJCOSX def2/J DEFGRID3
* xyz 0 1
C 4.21 1.09 2.07
C 5.51 1.38 2.57
N 5.93 2.59 2.78
C 5.11 3.56 2.52
N 3.95 3.47 1.91
C 3.44 2.21 1.74
H 3.91 0.05 1.94
H 6.16 0.55 2.88
H 5.46 4.59 2.66
H 2.44 2.12 1.29
C -3.85 -1.52 -1.68
C -3.53 -2.16 -2.89
N -4.42 -2.95 -3.49
C -5.61 -3.04 -2.99
N -6.03 -2.43 -1.83
C -5.15 -1.70 -1.17
H -3.23 -0.71 -1.28
H -2.53 -2.10 -3.34
H -6.23 -3.85 -3.39
H -5.54 -1.16 -0.31
*
```

## Properties
HOMO energy: -9.77 eV
E_tot: -528.638132 a.u.
Kohn-Sham gap: 10.40 eV
ΔE to the lowest compared entry with this formula, charge and spin: 33.7 kcal/mol
Largest force on an atom: 0.0478 hartree/bohr